1.
{"formula": "C3H4N4O", "method": "ωB97M-V/def2-TZVPD", "elements": ["O", "C", "N", "N", "C", "C", "N", "N", "H", "H", "H", "H"], "coordinates": [[-2.07, 0.39, 1.20], [-1.14, 0.03, 0.60], [-0.21, 1.10, 0.52], [0.71, 1.58, -0.48], [1.33, 0.65, -1.06], [1.33, -0.83, -1.17], [0.64, -1.58, -0.32], [-0.43, -1.31, 0.54], [-0.78, 1.92, 0.71], [2.06, 1.16, -1.60], [2.05, -1.63, -1.91], [-0.86, -2.19, 1.10]], "lumo_energy_ev": -0.5, "largest_force_ha_per_bohr": 0.121, "smiles": "O=C1NN=CC=NN1", "de_lowest_kj_mol": 504.62}

***

2.
{"formula": "C3H4N4O", "method": "ωB97M-V/def2-TZVPD", "elements": ["C", "N", "N", "C", "O", "N", "N", "C", "H", "H", "H", "H"], "coordinates": [[0.36, -0.93, -0.96], [-0.84, -1.61, -0.29], [-0.80, -0.98, 1.01], [-0.46, 0.16, 0.82], [-0.38, 1.16, 1.68], [-0.14, 2.39, 0.59], [0.48, 1.76, -0.57], [0.26, 0.50, -0.42], [0.22, -1.20, -2.14], [1.42, -1.43, -0.64], [-0.54, -2.73, -0.34], [0.42, 2.90, 1.26]], "lumo_energy_ev": 0.2, "largest_force_ha_per_bohr": 0.119, "smiles": "C1NN=C2ONN=C12", "de_lowest_kj_mol": 620.99}

***

3.
{"formula": "C3H4N4O2S", "method": "ωB97M-V/def2-TZVPD", "elements": ["C", "C", "N", "C", "N", "N", "N", "S", "O", "O", "H", "H", "H", "H"], "coordinates": [[-1.49, 0.44, 0.83], [-0.33, 0.41, 0.04], [0.12, -0.81, -0.28], [1.07, -1.12, -1.29], [1.13, -2.43, -1.23], [0.31, -2.87, -0.31], [-0.32, -1.93, 0.27], [1.03, 2.01, 0.61], [1.95, 1.85, -0.51], [0.47, 3.32, 0.77], [-1.46, 1.35, 1.52], [-1.76, -0.50, 1.41], [-2.35, 0.78, 0.11], [1.62, -0.50, -1.95]], "lumo_energy_ev": [-2.3, -2.3], "largest_force_ha_per_bohr": 0.079, "smiles": "CC(n1cnnn1)=S(=O)=O", "de_lowest_kj_mol": 455.53}

***

4.
{"formula": "C3H4N5", "method": "ωB97M-V/def2-TZVPD", "elements": ["C", "C", "C", "N", "N", "N", "N", "N", "H", "H", "H", "H"], "coordinates": [[1.65, 0.48, -0.95], [-1.52, 0.88, 0.90], [-0.08, -0.43, 0.02], [1.08, 1.56, -0.66], [-1.88, -0.32, 1.21], [1.06, -0.71, -0.64], [-1.02, -1.17, 0.59], [-0.39, 0.83, 0.10], [2.66, 0.63, -1.47], [-1.95, 1.86, 1.17], [1.34, -1.50, -1.20], [-0.95, -2.12, 0.93]], "lumo_energy_ev": -5.2, "total_charge": 1, "largest_force_ha_per_bohr": 0.078, "de_lowest_kj_mol": 20.52}

***

5.
{"formula": "C3H4N5O", "method": "ωB97M-V/def2-TZVPD", "elements": ["C", "N", "N", "N", "C", "N", "O", "C", "N", "H", "H", "H", "H"], "coordinates": [[-1.51, -0.55, 0.97], [-0.23, 0.23, 0.82], [0.21, 1.33, 1.45], [1.42, 1.68, 0.96], [1.83, 0.74, -0.08], [0.69, -0.15, -0.10], [0.64, -1.19, -0.99], [0.11, -0.60, -2.21], [-0.35, 0.04, -3.14], [-2.31, -0.05, 0.29], [-1.91, -0.53, 2.05], [-1.39, -1.66, 0.66], [2.79, 0.71, -0.70]], "lumo_energy_ev": -6.0, "total_charge": 1, "largest_force_ha_per_bohr": 0.136, "smiles": "Cn1nnc[n+]1OC#N", "de_lowest_kj_mol": 120.25}

***

6.
{"formula": "C3H4NO", "method": "ωB97M-V/def2-TZVPD", "elements": ["C", "C", "C", "N", "O", "H", "H", "H", "H"], "coordinates": [[-0.30, 0.72, 0.37], [0.08, 0.70, -2.02], [-0.16, -0.53, 1.27], [0.03, -1.63, 0.76], [0.02, 0.77, -0.86], [-0.51, 1.64, 1.02], [0.23, -1.86, -0.21], [0.83, 0.55, -2.77], [-0.22, -0.36, 2.44]], "lumo_energy_ev": [-6.7, -6.8], "total_charge": 1, "largest_force_ha_per_bohr": 0.101, "de_lowest_kj_mol": 614.48}

***

7.
{"formula": "C3H4NO", "method": "ωB97M-V/def2-TZVPD", "elements": ["C", "N", "C", "C", "O", "H", "H", "H", "H"], "coordinates": [[1.82, -0.04, -0.04], [0.51, 0.20, -0.41], [-0.92, 0.03, 0.33], [-2.27, -0.10, -0.10], [-3.40, -0.35, -0.18], [1.73, -0.30, 1.02], [2.67, 0.22, -0.68], [0.44, 0.74, -1.30], [-0.59, -0.39, 1.37]], "lumo_energy_ev": [-6.0, -6.0], "total_charge": 1, "largest_force_ha_per_bohr": 0.132, "smiles": "C=[NH+]C=C=O", "de_lowest_kj_mol": 245.92}

***

8.
{"formula": "C3H4NO", "method": "ωB97M-V/def2-TZVPD", "elements": ["C", "C", "C", "N", "O", "H", "H", "H", "H"], "coordinates": [[1.80, 0.09, -0.01], [-0.37, 0.79, 0.06], [-0.71, -0.46, 0.02], [1.35, -1.06, -0.10], [0.96, 1.15, -0.08], [2.85, 0.33, 0.41], [-0.99, 1.66, 0.19], [-1.44, -1.06, 0.46], [0.17, -1.19, -0.15]], "lumo_energy_ev": -8.0, "total_charge": 1, "largest_force_ha_per_bohr": 0.057, "de_lowest_kj_mol": 401.55}

***

9.
{"formula": "C3H4NO", "method": "ωB97M-V/def2-TZVPD", "elements": ["C", "C", "C", "N", "O", "H", "H", "H", "H"], "coordinates": [[1.65, 0.02, 0.26], [0.48, -0.50, -0.02], [-0.84, 0.37, -0.27], [-2.04, 0.13, -0.20], [-3.13, -0.19, -0.04], [1.99, 0.99, 0.32], [2.31, -0.73, 0.55], [0.41, -1.60, -0.35], [-0.83, 1.53, -0.26]], "lumo_energy_ev": -7.6, "total_charge": 1, "largest_force_ha_per_bohr": 0.062, "smiles": "C=CC=[N+]=O", "de_lowest_kj_mol": 399.22}

***

10.
{"formula": "C3H4NO2", "method": "ωB97M-V/def2-TZVPD", "elements": ["C", "C", "C", "N", "O", "O", "H", "H", "H", "H"], "coordinates": [[0.03, 0.45, -0.86], [-0.62, 0.75, 0.46], [0.71, -0.73, -0.48], [-0.90, -0.75, 0.32], [-1.91, -1.09, -0.29], [-0.23, 1.00, -1.98], [-0.04, 0.81, 1.42], [-1.37, 1.45, 0.28], [1.08, -1.42, -1.28], [1.22, -0.70, 0.47]], "lumo_energy_ev": [4.5, 4.5], "total_charge": -1, "largest_force_ha_per_bohr": 0.070, "de_lowest_kj_mol": 513.92}

***

11.
{"formula": "C3H4NO2", "method": "ωB97M-V/def2-TZVPD", "elements": ["C", "C", "C", "N", "O", "O", "H", "H", "H", "H"], "coordinates": [[-0.17, 0.44, 0.43], [1.05, 0.92, 0.82], [0.04, -0.97, -0.22], [-0.97, 1.24, -0.64], [2.10, 1.23, 1.09], [-1.38, 0.65, -1.54], [-0.87, 0.39, 1.28], [0.52, -1.70, 0.42], [-0.94, -1.34, -0.50], [0.63, -0.86, -1.14]], "lumo_energy_ev": [-6.3, -6.3], "total_charge": 1, "largest_force_ha_per_bohr": 0.067, "de_lowest_kj_mol": 362.42}

***

12.
{"formula": "C3H4NO3P", "method": "ωB97M-V/def2-TZVPD", "elements": ["C", "N", "C", "O", "O", "P", "C", "O", "H", "H", "H", "H"], "coordinates": [[1.63, 0.02, -0.30], [0.20, -0.02, -0.13], [-0.46, -1.25, -0.02], [0.07, -2.31, -0.06], [-1.79, -1.09, 0.14], [-2.37, 0.49, 0.07], [-0.61, 1.05, -0.06], [-0.25, 2.32, -0.09], [1.88, 0.65, -1.16], [2.11, 0.44, 0.59], [1.97, -1.00, -0.46], [-2.39, 0.72, 1.46]], "lumo_energy_ev": 0.3, "largest_force_ha_per_bohr": 0.130, "smiles": "Cn1c(=O)o[pH]c1=O", "de_lowest_kj_mol": 0.00}

***

Which formula does entry 2 have?
C3H4N4O